No. 1
{
  "formula": "C17H20F3HgN2O2S",
  "method": "the ωB97M-V functional and the def2-TZVPD basis",
  "total_charge": -2,
  "homo_ev": [2.0074, -1.7967],
  "multiplicity": 2,
  "e_above_lowest_kj_mol": 44.29,
  "s2": 0.763,
  "elements": ["Hg", "C", "C", "C", "C", "C", "C", "C", "S", "O", "O", "N", "C", "C", "C", "C", "C", "N", "H", "H", "H", "H", "H", "H", "H", "H", "H", "H", "H", "F", "C", "F", "F", "C", "C", "C", "C", "H", "H", "H", "H", "H", "H", "H", "H", "H"],
  "coordinates": [[-0.641, 0.797, -1.781], [3.736, -0.157, 4.531], [2.593, 0.354, 3.702], [2.791, 0.872, 2.397], [1.758, 1.391, 1.661], [0.441, 1.438, 2.208], [0.222, 0.890, 3.499], [1.266, 0.374, 4.219], [-0.848, 2.156, 1.293], [-1.872, 2.638, 2.211], [-0.261, 3.148, 0.408], [-1.455, 1.057, 0.264], [-2.372, 0.096, 0.495], [-3.054, -0.095, 1.714], [-3.978, -1.111, 1.815], [-4.209, -1.934, 0.707], [-3.503, -1.679, -0.450], [-2.611, -0.700, -0.583], [4.663, -0.152, 3.951], [3.565, -1.184, 4.884], [3.902, 0.463, 5.428], [3.795, 0.864, 1.978], [1.913, 1.798, 0.670], [-0.782, 0.914, 3.906], [1.089, -0.023, 5.217], [-2.845, 0.584, 2.527], [-4.517, -1.269, 2.742], [-4.926, -2.744, 0.750], [-3.653, -2.290, -1.336], [-2.596, 2.968, -3.703], [-1.676, 1.944, -3.773], [-2.334, 0.999, -4.559], [-0.731, 2.450, -4.663], [2.289, -0.363, -3.890], [1.480, -1.360, -3.061], [0.313, -1.888, -3.893], [1.000, -0.744, -1.750], [2.669, -0.837, -4.800], [3.137, 0.020, -3.319], [1.655, 0.481, -4.171], [2.142, -2.211, -2.826], [-0.393, -1.079, -4.088], [-0.220, -2.676, -3.358], [0.660, -2.287, -4.851], [1.861, -0.382, -1.181], [0.542, -1.531, -1.141]],
  "lowdin_spin": [0.00, 0.05, 0.24, 0.05, 0.13, 0.20, 0.08, 0.06, 0.06, 0.01, 0.01, 0.02, 0.01, 0.00, 0.00, 0.01, 0.00, 0.01, 0.00, 0.01, 0.02, 0.00, 0.01, 0.00, 0.01, 0.00, 0.00, 0.00, 0.00, 0.00, 0.00, 0.00, 0.00, 0.00, 0.00, 0.00, 0.00, 0.00, 0.00, 0.00, 0.00, 0.00, 0.00, 0.00, 0.00, 0.00]
}


No. 2
{
  "formula": "C49H111N5O11",
  "method": "the ωB97M-V functional and the def2-TZVPD basis",
  "smiles": "CC1(C)CCCC(C)(C)N1O.CC1(C)CCCC(C)(C)N1O.CC1(C)CCCC(C)(C)N1O.CC1(C)CCCC(C)(C)N1O.CC1(C)CCCC(C)(C)N1O.OCCO.OCCO.O.O",
  "total_charge": 0,
  "homo_ev": -7.9095,
  "multiplicity": 1,
  "elements": ["C", "C", "C", "C", "C", "C", "C", "C", "C", "N", "O", "H", "H", "H", "H", "H", "H", "H", "H", "H", "H", "H", "H", "H", "H", "H", "H", "H", "H", "H", "C", "C", "C", "C", "C", "C", "C", "C", "C", "N", "O", "H", "H", "H", "H", "H", "H", "H", "H", "H", "H", "H", "H", "H", "H", "H", "H", "H", "H", "H", "C", "C", "C", "C", "C", "C", "C", "C", "C", "N", "O", "H", "H", "H", "H", "H", "H", "H", "H", "H", "H", "H", "H", "H", "H", "H", "H", "H", "H", "H", "C", "C", "C", "C", "C", "C", "C", "C", "C", "N", "O", "H", "H", "H", "H", "H", "H", "H", "H", "H", "H", "H", "H", "H", "H", "H", "H", "H", "H", "H", "C", "C", "C", "C", "C", "C", "C", "C", "C", "N", "O", "H", "H", "H", "H", "H", "H", "H", "H", "H", "H", "H", "H", "H", "H", "H", "H", "H", "H", "H", "O", "C", "C", "O", "H", "H", "H", "H", "H", "H", "O", "C", "C", "O", "H", "H", "H", "H", "H", "H", "O", "H", "H", "O", "H", "H"],
  "coordinates": [[-2.672, -3.135, 4.467], [-3.928, -2.293, 4.449], [-5.138, -2.779, 5.325], [-3.404, -0.849, 4.880], [-4.413, 0.305, 4.698], [-4.754, 0.270, 3.154], [-5.227, -1.079, 2.545], [-6.665, -1.175, 2.791], [-5.001, -0.981, 0.972], [-4.390, -2.239, 3.041], [-4.957, -3.479, 2.604], [-2.890, -4.199, 4.368], [-1.894, -2.858, 3.756], [-2.130, -2.966, 5.397], [-4.745, -3.185, 6.257], [-5.831, -1.980, 5.588], [-5.709, -3.589, 4.872], [-3.183, -0.925, 5.945], [-2.458, -0.629, 4.387], [-5.384, 0.126, 5.161], [-3.943, 1.186, 5.135], [-3.868, 0.605, 2.615], [-5.516, 1.016, 2.930], [-6.998, -2.102, 2.325], [-7.293, -0.364, 2.423], [-6.968, -1.290, 3.831], [-5.459, -1.851, 0.500], [-3.951, -1.069, 0.692], [-5.220, -0.002, 0.546], [-5.822, -3.381, 3.009], [-1.471, 2.173, -3.726], [-1.916, 3.622, -3.729], [-0.865, 4.547, -4.366], [-3.194, 3.836, -4.552], [-4.456, 3.442, -3.825], [-4.656, 4.359, -2.552], [-3.416, 4.192, -1.626], [-3.370, 5.478, -0.788], [-3.541, 2.926, -0.720], [-2.062, 4.133, -2.319], [-0.937, 3.919, -1.502], [-2.207, 1.477, -3.326], [-1.045, 1.855, -4.678], [-0.725, 2.133, -2.932], [-1.003, 5.629, -4.368], [0.113, 4.439, -3.897], [-0.745, 4.249, -5.407], [-3.241, 4.896, -4.800], [-3.081, 3.254, -5.467], [-5.340, 3.554, -4.451], [-4.425, 2.415, -3.462], [-5.520, 4.024, -1.979], [-4.708, 5.434, -2.725], [-3.048, 6.321, -1.399], [-2.592, 5.413, -0.027], [-4.296, 5.792, -0.306], [-2.847, 2.908, 0.121], [-3.534, 2.026, -1.334], [-4.519, 2.798, -0.257], [-0.644, 4.823, -1.367], [4.191, -1.154, -1.220], [4.899, -0.033, -2.167], [5.454, -0.770, -3.419], [3.760, 0.807, -2.733], [3.165, 1.764, -1.705], [4.334, 2.714, -1.347], [5.612, 1.992, -0.740], [6.704, 3.084, -0.789], [5.604, 1.568, 0.753], [5.923, 0.812, -1.537], [7.010, 0.155, -1.140], [3.450, -1.680, -1.822], [4.975, -1.857, -0.938], [3.741, -0.763, -0.307], [5.869, -1.727, -3.101], [4.694, -0.951, -4.180], [6.244, -0.189, -3.895], [4.298, 1.253, -3.570], [2.913, 0.226, -3.098], [2.342, 2.360, -2.100], [2.688, 1.214, -0.895], [3.992, 3.444, -0.613], [4.612, 3.291, -2.229], [7.718, 2.841, -0.470], [6.393, 3.831, -0.059], [6.883, 3.557, -1.755], [6.620, 1.321, 1.061], [4.809, 0.833, 0.886], [5.160, 2.379, 1.331], [6.793, -0.407, -0.392], [0.026, 3.364, 1.821], [0.172, 3.097, 3.305], [-1.231, 3.138, 3.913], [0.669, 1.630, 3.455], [2.173, 1.436, 3.397], [2.865, 2.475, 4.245], [2.496, 3.883, 4.022], [3.057, 4.678, 5.264], [3.262, 4.364, 2.726], [1.026, 4.068, 3.998], [0.656, 5.410, 3.857], [-0.821, 2.827, 1.394], [-0.032, 4.418, 1.546], [0.860, 3.051, 1.193], [-1.356, 2.616, 4.862], [-1.753, 4.095, 3.898], [-1.926, 2.556, 3.308], [0.158, 1.063, 4.233], [0.315, 0.998, 2.640], [2.300, 0.418, 3.763], [2.577, 1.456, 2.385], [3.943, 2.338, 4.158], [2.558, 2.154, 5.240], [2.472, 4.616, 6.181], [3.099, 5.756, 5.108], [4.069, 4.342, 5.486], [3.027, 5.407, 2.515], [3.114, 3.790, 1.812], [4.349, 4.285, 2.757], [0.445, 5.675, 4.755], [2.859, -5.016, -3.316], [1.443, -4.429, -3.037], [1.383, -4.248, -1.442], [1.368, -3.034, -3.694], [0.939, -3.107, -5.125], [-0.223, -4.031, -5.358], [-0.196, -5.474, -4.752], [-1.658, -6.000, -4.910], [0.858, -6.379, -5.502], [0.283, -5.340, -3.357], [0.314, -6.571, -2.720], [2.816, -6.069, -3.037], [3.117, -4.946, -4.373], [3.634, -4.584, -2.683], [0.346, -4.146, -1.123], [1.663, -5.158, -0.910], [1.930, -3.443, -0.952], [0.585, -2.452, -3.210], [2.343, -2.558, -3.803], [0.772, -2.173, -5.661], [1.768, -3.595, -5.636], [-0.449, -4.200, -6.411], [-1.095, -3.524, -4.945], [-1.891, -6.057, -5.973], [-2.419, -5.335, -4.501], [-1.793, -6.962, -4.416], [1.017, -5.906, -6.471], [0.501, -7.406, -5.578], [1.877, -6.428, -5.117], [-0.481, -6.549, -2.184], [1.806, -2.401, 4.404], [2.147, -2.551, 3.024], [3.617, -2.491, 2.796], [4.326, -1.396, 3.241], [2.067, -1.512, 4.657], [1.861, -3.550, 2.695], [1.598, -1.828, 2.421], [3.842, -2.799, 1.775], [4.001, -3.317, 3.393], [4.467, -1.549, 4.179], [-1.895, -1.691, -1.142], [-1.075, -0.523, -0.989], [-0.022, -0.697, 0.152], [-0.738, -0.919, 1.358], [-2.527, -1.664, -0.420], [-0.450, -0.423, -1.876], [-1.624, 0.414, -0.891], [0.822, -0.009, 0.208], [0.585, -1.581, -0.044], [-1.316, -1.685, 1.326], [-2.087, -4.451, -2.107], [-1.256, -4.446, -2.581], [-2.141, -3.583, -1.707], [-2.376, -3.322, 1.338], [-2.498, -4.230, 1.062], [-3.068, -3.172, 1.983]],
  "mulliken_charge": [-2.28, 1.94, -1.82, -1.48, -0.75, -1.52, 1.33, -1.90, -0.96, 1.67, -0.48, 0.44, 0.34, 0.45, 0.45, 0.31, 0.33, 0.46, 0.30, 0.40, 0.42, 0.10, 0.58, 0.54, 0.44, 0.33, 0.49, -0.25, 0.40, 0.25, -1.67, 1.90, -1.98, -1.36, -0.71, -1.20, 1.46, -2.08, -1.18, 0.34, -0.18, 0.31, 0.50, 0.16, 0.39, 0.32, 0.45, 0.45, 0.47, 0.38, 0.34, 0.40, 0.39, 0.51, 0.33, 0.33, -0.16, 0.37, 0.54, 0.30, -0.62, 1.85, -1.96, -1.66, 1.04, -1.71, 1.73, -1.93, -1.15, 0.29, -0.50, -0.37, 0.67, -0.21, 0.39, 0.35, 0.45, 0.62, 0.19, 0.23, -0.79, 0.42, 0.46, 0.38, 0.39, 0.43, 0.48, 0.08, 0.01, 0.36, -1.64, 2.29, -1.78, -1.04, 1.95, -2.04, 1.83, -2.01, -1.64, 0.44, -0.47, 0.05, 0.57, -0.06, 0.54, 0.42, 0.00, 0.69, -0.18, -0.81, -0.68, 0.59, 0.34, 0.44, 0.41, 0.39, 0.43, 0.05, 0.47, 0.35, -2.19, 2.04, -1.45, 0.04, -1.30, -1.63, 1.70, -1.82, -1.68, 1.24, -0.69, 0.48, 0.42, 0.40, 0.29, 0.41, 0.02, -0.23, 0.01, 0.46, 0.36, 0.59, 0.33, 0.40, 0.36, 0.41, 0.36, 0.39, 0.34, 0.31, -0.63, 0.13, -0.84, -0.49, 0.33, 0.58, -0.16, 0.28, 0.42, 0.37, -0.70, 0.22, 0.34, 0.61, 0.00, 0.34, -0.58, 0.23, -0.36, -0.41, -0.84, 0.18, 0.26, -0.43, 0.18, 0.18]
}


No. 3
{
  "formula": "C3H7N3O",
  "method": "the ωB97M-V functional and the def2-TZVPD basis",
  "smiles": "[H]/N=C(/C)O/C(N)=N\\[H]",
  "total_charge": 0,
  "homo_ev": -9.4152,
  "multiplicity": 1,
  "e_above_lowest_kj_mol": 88.31,
  "elements": ["H", "N", "C", "C", "O", "C", "N", "N", "H", "H", "H", "H", "H", "H"],
  "coordinates": [[-1.898, 0.704, -0.511], [-1.646, -0.205, -0.887], [-0.545, -0.679, -0.547], [-0.073, -2.006, -1.045], [0.307, -0.230, 0.496], [0.455, 1.124, 0.667], [0.704, 1.431, 1.969], [0.237, 2.014, -0.197], [0.241, 1.794, -1.184], [-0.763, -2.376, -1.796], [-0.027, -2.710, -0.216], [0.929, -1.911, -1.457], [1.035, 2.362, 2.151], [1.044, 0.689, 2.556]],
  "nbo_charge": [0.37, -0.66, 0.57, -0.68, -0.55, 0.70, -0.81, -0.80, 0.37, 0.24, 0.23, 0.23, 0.41, 0.40]
}


No. 4
{
  "formula": "C4H8O2",
  "method": "the ωB97M-V functional and the def2-TZVPD basis",
  "total_charge": -1,
  "homo_ev": [1.5606, -2.1448],
  "multiplicity": 2,
  "e_above_lowest_kj_mol": 286.41,
  "s2": 0.767,
  "elements": ["C", "C", "C", "C", "O", "H", "H", "H", "H", "H", "H", "H", "H", "O"],
  "coordinates": [[1.159, -0.860, -1.706], [0.213, -1.450, -1.059], [-0.532, -0.598, -0.100], [-1.190, -0.877, 1.056], [-1.788, 0.230, 1.497], [1.677, -1.112, -2.585], [1.552, 0.113, -1.528], [-0.024, -2.538, -1.148], [-0.682, 0.481, -0.491], [-1.263, -1.783, 1.544], [-2.183, 0.175, 2.434], [1.645, 2.454, 0.705], [0.625, 3.162, 1.063], [0.791, 2.601, 0.318]],
  "lowdin_spin": [0.25, 0.18, 0.08, 0.25, 0.07, 0.04, 0.04, 0.03, 0.00, 0.04, 0.00, 0.00, 0.00, 0.01]
}


Number 1: energy -48189.64517 eV. Number 2: energy -82576.30762 eV. Number 3: energy -9742.11802 eV. Number 4: energy -8368.14673 eV.